Formula: C2H10N2O2
Source: OMol25
Level of theory: ωB97M-V/def2-TZVPD

The SMILES is [H]/N=C/NC.O.O. Its net charge is 0. As for the lowest unoccupied orbital energy: 0.0348 Ha.

Last column: Löwdin charge in e.
Positions of all 16 atoms, in Å:
C (-1.3878, -1.6762, 1.5544)  -0.10
N (-0.6984, -0.7492, 0.5932)  -0.06
C (0.3314, -1.3433, -0.0195)  -0.35
N (0.5876, -1.0717, -1.3004)  0.00
H (-1.4787, -2.8118, 1.2090)  0.11
H (-2.3982, -1.2876, 1.8287)  0.08
H (-0.7485, -1.7281, 2.4606)  0.07
H (-1.1724, -0.1108, -0.0415)  0.12
H (1.1071, -1.9525, 0.5862)  0.15
H (1.3058, -1.7588, -1.7203)  0.07
H (2.1491, 2.0593, -1.5103)  0.01
H (1.4307, 0.7516, -1.5733)  -0.01
O (1.6330, 1.4869, -1.0021)  -0.05
H (0.2370, 2.1979, 0.3452)  0.03
H (-0.8228, 3.0672, -0.4812)  0.02
O (-0.6949, 2.5677, 0.3319)  -0.11

Cartesian forces (eV/Å) of the 3 atoms listed first:
C -0.1 -0.8 0.0
N -0.4 -1.2 1.1
C 3.1 0.0 -3.2

Formula: C2H10N2O2
Source: OMol25
Level of theory: ωB97M-V/def2-TZVPD

The SMILES is CON.NCO. Its net charge is 0. As for the lowest unoccupied orbital energy: 0.0266 Ha.

Last column: Löwdin charge in e.
Positions of all 16 atoms, in Å:
C (-1.4114, 1.3689, 0.0584)  -0.38
N (-1.7845, 0.6479, 1.2405)  0.02
O (-1.5206, 0.6462, -1.1420)  -0.08
H (-0.9397, -0.1302, -1.0484)  0.05
H (-2.7491, 0.3427, 1.1896)  0.07
H (-1.1959, -0.1737, 1.3357)  0.05
H (-2.0599, 2.2408, -0.0481)  0.12
H (-0.3229, 1.6195, 0.1891)  0.09
C (1.6392, 0.0810, 0.1925)  -0.01
N (0.9715, -2.0984, -0.7621)  0.00
O (0.5351, -0.9843, -0.0571)  -0.32
H (1.7448, -2.5372, -0.2604)  0.08
H (1.2797, -1.8268, -1.6948)  0.08
H (2.0183, 0.3559, -0.7945)  0.09
H (2.4068, -0.4595, 0.7503)  0.07
H (1.3886, 0.9074, 0.8513)  0.07

Cartesian forces (eV/Å) of the 3 atoms listed first:
C 1.1 -0.1 0.3
N -0.1 -0.1 0.3
O -0.2 -0.4 -0.6

Formula: C2H10N2O2
Source: OMol25
Level of theory: ωB97M-V/def2-TZVPD

The SMILES is [H]/N=C/NC.O.O. Its net charge is 0. As for the lowest unoccupied orbital energy: 0.0299 Ha.

Last column: Löwdin charge in e.
Positions of all 16 atoms, in Å:
C (2.2053, -0.3742, 0.4208)  -0.13
N (2.5005, 0.5352, -0.7042)  -0.08
C (1.3642, 0.8843, -1.4377)  -0.32
N (0.2327, 0.8993, -0.8648)  0.08
H (1.5693, 0.0988, 1.1653)  0.06
H (1.7822, -1.3100, 0.0714)  0.08
H (3.1539, -0.6083, 0.9066)  0.07
H (3.2844, 1.1098, -0.4242)  0.11
H (1.4933, 1.0684, -2.4987)  0.11
H (-0.4844, 0.9420, -1.5862)  0.04
H (-2.8950, -3.2241, -0.1882)  0.02
H (-3.2413, -2.7813, 1.1962)  0.03
O (-2.5093, -3.1228, 0.6781)  -0.05
H (-1.9295, 1.0761, 1.6807)  0.02
H (-2.5135, 1.6153, 0.4042)  0.01
O (-2.6643, 1.5777, 1.3432)  -0.05

Cartesian forces (eV/Å) of the 3 atoms listed first:
C 0.6 0.5 0.2
N -0.2 -1.4 0.7
C 0.7 0.7 0.8

Formula: C2H10N2O2
Source: OMol25
Level of theory: ωB97M-V/def2-TZVPD

The SMILES is [H]/N=N\[H].CO.CO. Its net charge is 0. As for the lowest unoccupied orbital energy: 0.0333 Ha.

Last column: Löwdin charge in e.
Positions of all 16 atoms, in Å:
C (1.3871, -1.5422, -1.2587)  -0.17
N (1.0403, -0.2639, 1.5475)  -0.01
N (0.0770, 0.2565, 2.0799)  -0.02
O (0.2637, -1.2359, -0.4714)  -0.19
H (1.3069, -1.2250, 1.8356)  0.09
H (-0.4632, -0.3015, 2.7740)  0.08
H (-0.0031, 1.3391, 0.4224)  0.05
H (1.7515, -2.5227, -0.9478)  0.07
H (2.1854, -0.8058, -1.1199)  0.08
H (1.1238, -1.5887, -2.3218)  0.08
C (-1.7871, 1.6476, -0.3607)  -0.15
O (-0.4068, 1.3905, -0.4933)  -0.18
H (-0.0260, -0.3016, -0.6787)  0.04
H (-2.2555, 0.9268, 0.3155)  0.08
H (-2.2328, 1.5712, -1.3514)  0.08
H (-1.9613, 2.6556, 0.0287)  0.08

Cartesian forces (eV/Å) of the 3 atoms listed first:
C 0.0 0.0 -0.2
N 1.3 0.0 0.1
N -0.9 0.5 0.6

Formula: C2H10N2O2
Source: OMol25
Level of theory: ωB97M-V/def2-TZVPD

The SMILES is [H]/N=C/NC.O.O. Its net charge is 0. As for the lowest unoccupied orbital energy: 0.0357 Ha.

Last column: Löwdin charge in e.
Positions of all 16 atoms, in Å:
C (-1.1848, -1.4361, 1.1831)  -0.09
N (-0.3709, -0.3383, 0.6861)  -0.04
C (0.6609, 0.1507, 1.4100)  -0.31
N (1.6854, 0.7109, 0.8880)  0.05
H (-0.8517, -2.3759, 0.7615)  0.08
H (-2.2461, -1.2621, 0.9741)  0.08
H (-1.1324, -1.4668, 2.2700)  0.07
H (-0.2907, -0.3371, -0.3242)  0.09
H (0.5334, -0.0154, 2.4831)  0.12
H (2.2326, 1.1732, 1.6018)  0.05
H (1.1707, 2.3847, -1.9684)  0.05
H (1.3032, 1.3847, -0.7962)  0.00
O (1.0916, 1.4481, -1.7594)  -0.09
H (-0.2102, 0.3414, -2.2004)  -0.02
H (-1.5906, 0.0412, -2.7669)  0.04
O (-0.8003, -0.4032, -2.4422)  -0.09

Cartesian forces (eV/Å) of the 3 atoms listed first:
C -0.4 0.6 0.3
N -0.1 -0.4 0.0
C -0.1 -0.5 -0.1

Formula: C2H10N2O2
Source: OMol25
Level of theory: ωB97M-V/def2-TZVPD

The SMILES is N/C=C\N.O.O. Its net charge is 0. As for the lowest unoccupied orbital energy: 0.0228 Ha.

Last column: Löwdin charge in e.
Positions of all 16 atoms, in Å:
C (1.3148, 0.5574, -1.0106)  -0.21
C (1.8868, 0.3549, 0.1700)  -0.18
N (1.2777, -0.1855, 1.3579)  0.02
N (-0.0523, 0.6862, -1.3413)  0.00
H (1.9760, 0.6055, -1.8840)  0.10
H (2.9530, 0.3445, 0.2304)  0.08
H (0.9403, -1.1264, 1.1805)  0.07
H (0.4519, 0.3071, 1.6894)  0.04
H (-0.3595, 1.5381, -1.7796)  0.09
H (-0.6042, -0.0673, -1.7124)  0.09
H (-1.8737, -1.2653, 0.3883)  0.00
H (-1.9141, -2.6292, -0.3065)  0.04
O (-1.5331, -2.1697, 0.4551)  -0.07
H (-0.9428, 0.7312, 0.2961)  -0.01
H (-1.9034, 1.6021, 1.2478)  0.04
O (-1.6174, 0.7165, 1.0190)  -0.10

Cartesian forces (eV/Å) of the 3 atoms listed first:
C 0.9 0.3 -1.5
C -1.1 -1.4 0.4
N -0.3 0.5 0.3

Formula: C2H10N2O2
Source: OMol25
Level of theory: ωB97M-V/def2-TZVPD

The spin multiplicity is 2. As for the expectation value of S²: 0.76. Its net charge is +1. As for the lowest unoccupied orbital energy (spin up / spin down): -0.1390 / -0.3435 Ha.

Last column: Löwdin charge in e.
Positions of all 16 atoms, in Å:
N (-2.5511, 0.8362, -0.4959)  0.34
C (-1.5006, -0.1450, -0.6579)  -0.24
O (-1.3509, -0.4050, -2.0219)  0.09
H (-3.2410, 0.9026, -1.2612)  0.17
H (-2.2193, 1.7830, -0.3161)  0.16
H (-1.6934, -1.0938, -0.1644)  0.16
H (-0.5212, 0.1982, -0.2940)  0.13
H (-1.0076, 0.3989, -2.4311)  0.13
N (2.1787, 0.2257, 0.2183)  0.02
C (1.5638, -0.2614, 1.4395)  -0.33
O (0.7836, -1.4373, 1.1687)  -0.08
H (2.5729, 1.1189, 0.5012)  0.08
H (3.0074, -0.3302, 0.0242)  0.09
H (0.8581, 0.4706, 1.8305)  0.11
H (2.2690, -0.5932, 2.2053)  0.12
H (0.8517, -1.6682, 0.2547)  0.06

Cartesian forces (eV/Å) of the 3 atoms listed first:
N 0.7 0.8 -1.6
C 1.0 -1.0 -0.5
O -0.8 0.3 0.3

Formula: C2H10N2S
Source: OMol25
Level of theory: ωB97M-V/def2-TZVPD

Its net charge is 0. As for the lowest unoccupied orbital energy: -0.0298 Ha.

Last column: Löwdin charge in e.
Positions of all 15 atoms, in Å:
N (-1.3171, -0.2244, 1.1549)  -0.06
C (-0.3998, -1.1579, 0.4728)  -0.29
C (1.0225, -0.5720, 0.2723)  -0.29
N (1.4050, -0.7406, -1.1597)  -0.03
H (-1.0067, 0.0581, 2.0807)  0.06
H (-1.3230, 0.6536, 0.6192)  -0.10
H (-1.2605, 0.9239, -1.1505)  0.11
H (-0.3891, -2.1198, 0.9909)  0.10
H (-0.8198, -1.2605, -0.5245)  0.08
H (0.9716, 0.4922, 0.4972)  0.03
H (1.7370, -1.1126, 0.8924)  0.10
H (0.9766, 0.0444, -1.6583)  0.03
H (2.4137, -0.6654, -1.2774)  0.06
S (-0.4430, 2.4677, -0.5664)  0.43
H (-1.5676, 3.2133, -0.6439)  -0.24

Cartesian forces (eV/Å) of the 3 atoms listed first:
N -0.1 0.2 0.0
C 0.0 1.3 0.4
C -0.3 -0.7 -1.0

The evaluated energy relative to the best compared isomer or geometry (same formula, charge and spin) for the records listed, in turn: 115.7; 273.8; 107.6; 287.5; 0.0; 114.2; 147.3; 231.3 kJ/mol.